Record 1
ORCA calculation (ωB97M-V with the def2-TZVPD basis set) on a molecular structure, C27H27N3O7P2Rh.

```
! wB97M-V def2-TZVPD RIJCOSX def2/J DEFGRID3
* xyz 1 5
C -2.681 2.216 -3.782
C -1.438 2.043 -3.178
C -1.065 2.903 -2.114
C -1.942 3.941 -1.679
C -3.178 4.114 -2.366
C -3.548 3.242 -3.373
C -1.553 4.696 -0.562
C -0.228 4.672 -0.098
C 0.624 3.634 -0.577
C 1.950 3.497 -0.089
C 2.398 4.368 0.898
C 1.581 5.414 1.360
C 0.304 5.586 0.859
H -2.974 1.535 -4.583
H -3.820 4.943 -2.055
H -4.522 3.337 -3.855
H -2.242 5.435 -0.156
H 3.404 4.231 1.299
H 1.967 6.083 2.131
H -0.337 6.410 1.184
N 0.058 2.627 -1.347
Rh -0.212 0.975 -0.139
C -0.532 0.889 -3.515
H 0.515 1.211 -3.583
H -0.821 0.389 -4.446
C 2.773 2.331 -0.578
H 2.689 2.211 -1.666
H 3.827 2.424 -0.295
P -0.620 -0.299 -2.088
P 2.071 0.783 0.156
C 2.663 0.848 1.878
H 2.406 -0.110 2.351
H 3.753 0.999 1.901
H 2.170 1.664 2.421
C 3.019 -0.560 -0.601
H 4.088 -0.431 -0.369
H 2.647 -1.501 -0.172
H 2.878 -0.563 -1.688
C -2.350 -0.849 -2.073
H -2.635 -1.268 -3.048
H -2.412 -1.615 -1.274
H -3.001 -0.004 -1.824
C 0.325 -1.737 -2.659
H 0.193 -2.529 -1.909
H -0.063 -2.075 -3.633
H 1.388 -1.488 -2.746
C -0.496 0.657 1.696
O -0.677 0.590 2.838
H -1.491 2.052 0.346
O -1.803 -2.527 0.274
C -0.678 -2.575 0.825
O 0.308 -1.780 0.753
C -0.450 -3.783 1.728
C 0.755 -3.943 2.433
C 0.928 -5.037 3.315
C -0.073 -6.008 3.462
C -1.259 -5.866 2.723
C -1.449 -4.760 1.862
N -2.296 -6.858 2.851
O -2.110 -7.807 3.644
O -3.330 -6.727 2.167
N 2.125 -5.139 4.113
O 3.010 -4.270 3.977
O 2.220 -6.096 4.913
H 1.561 -3.224 2.323
H 0.060 -6.853 4.135
H -2.376 -4.666 1.303
*
```

## Properties
- LUMO energy (alpha / beta) (eV) = -3.82 / -6.78
- expectation value of S² = 6.051
- relative energy (zero: lowest compared OMol25 entry of this formula, charge and spin) (kcal per mole) = 16.64
- frontier orbital gap (alpha / beta) (eV) = 5.83 / 4.77

Löwdin population analysis, charges in e, atoms 1 to 8: number 1, C, carries -0.031; number 2, C, carries -0.245; number 3, C, carries -0.216; number 4, C, carries -0.166; number 5, C, carries 0.001; number 6, C, carries -0.048; number 7, C, carries 0.035; number 8, C, carries -0.162

Record 2
ORCA calculation (ωB97M-V with the def2-TZVPD basis set) on 6 unconnected molecules or ions with the total composition H12O6.

```
! wB97M-V def2-TZVPD RIJCOSX def2/J DEFGRID3
* xyz 0 1
O 1.343 -1.001 -0.361
H 1.837 -1.551 -0.992
H 2.073 -0.483 0.000
O -1.437 -0.553 -0.187
H -1.627 0.196 -0.777
H -0.477 -0.692 -0.265
O -1.656 2.245 -1.062
H -1.586 3.103 -1.452
H -2.000 2.376 -0.169
O -0.389 0.026 2.449
H -1.040 0.395 3.033
H -0.833 -0.106 1.605
O 1.008 2.264 -1.012
H 0.057 2.100 -0.866
H 1.208 1.892 -1.903
O 1.405 -3.508 0.362
H 1.202 -3.986 1.165
H 0.915 -2.716 0.431
*
```

## Properties
- LUMO energy (eV) = 0.27
- structure (SMILES) = O.O.O.O.O.O
- relative energy (zero: lowest compared OMol25 entry of this formula, charge and spin) (kcal per mole) = 27.35
- frontier orbital gap (eV) = 11.27

Löwdin population analysis, charges in e, atoms 1 to 8: number 1, O, carries -0.056; number 2, H, carries 0.077; number 3, H, carries 0.080; number 4, O, carries -0.066; number 5, H, carries 0.021; number 6, H, carries -0.002; number 7, O, carries -0.034; number 8, H, carries 0.061

Record 3
ORCA calculation (ωB97M-V with the def2-TZVPD basis set) on 2 unconnected molecules or ions with the total composition C3H7N2OS.

```
! wB97M-V def2-TZVPD RIJCOSX def2/J DEFGRID3
* xyz 1 1
C -1.985 -0.143 0.053
C -0.273 -1.942 0.287
C -2.168 1.311 -0.036
N -0.823 -0.726 0.015
N 3.368 0.209 -0.178
O -0.393 -3.049 0.503
S 0.984 -0.673 0.076
H -2.824 -0.779 0.016
H -2.088 1.654 -1.036
H -3.143 1.519 0.385
H -1.476 1.688 0.695
H 3.052 1.089 -0.040
H 3.721 0.070 -1.214
H 4.046 -0.228 0.474
*
```

## Properties
- LUMO energy (eV) = -5.55
- relative energy (zero: lowest compared OMol25 entry of this formula, charge and spin) (kcal per mole) = 89.83
- frontier orbital gap (eV) = 8.27

Löwdin population analysis, charges in e, atoms 1 to 8: number 1, C, carries -0.017; number 2, C, carries -0.681; number 3, C, carries 0.008; number 4, N, carries -0.219; number 5, N, carries -0.078; number 6, O, carries 0.240; number 7, S, carries 1.158; number 8, H, carries 0.149

Record 4
ORCA calculation (ωB97M-V with the def2-TZVPD basis set) on C3H7IS2 in the gas phase.

```
! wB97M-V def2-TZVPD RIJCOSX def2/J DEFGRID3
* xyz 0 1
C -1.302 -0.347 0.249
C 1.126 -1.006 0.172
C 0.005 0.286 -0.083
S 0.312 1.507 1.284
S 0.142 0.835 -1.794
I 3.187 -0.289 -0.172
H -1.823 -0.736 -0.686
H -1.947 0.395 0.802
H -1.084 -1.219 0.827
H 0.930 -1.783 -0.599
H 1.114 -1.333 1.193
H 0.562 2.530 0.604
H -1.221 1.160 -1.797
*
```

## Properties
- LUMO energy (eV) = 0.35
- structure (SMILES) = CC(S)(S)CI
- relative energy (zero: lowest compared OMol25 entry of this formula, charge and spin) (kcal per mole) = 0.00
- frontier orbital gap (eV) = 9.47

Löwdin population analysis, charges in e, atoms 1 to 8: number 1, C, carries -0.240; number 2, C, carries -0.623; number 3, C, carries -1.221; number 4, S, carries 0.717; number 5, S, carries 0.683; number 6, I, carries 0.673; number 7, H, carries 0.093; number 8, H, carries 0.078

Record 5
ORCA calculation (ωB97M-V with the def2-TZVPD basis set) on 2 unconnected molecules or ions with the total composition C5H11NO3.

```
! wB97M-V def2-TZVPD RIJCOSX def2/J DEFGRID3
* xyz 0 1
C 0.938 -0.959 -0.784
N 0.866 -0.015 -1.881
C -1.692 -0.402 -0.255
O -2.057 -1.444 0.197
H 1.235 -0.407 -2.739
H 1.399 0.817 -1.642
H -1.689 -0.088 -1.314
H 0.256 -1.800 -0.918
H 1.926 -1.437 -0.677
C -1.351 1.983 0.072
C 0.827 -1.027 1.842
C 0.901 -0.106 0.662
O -1.327 0.662 0.599
O 1.417 0.983 0.645
H -0.343 2.310 -0.183
H -1.736 2.659 0.834
H -1.958 2.037 -0.834
H 0.919 -0.456 2.764
H -0.139 -1.529 1.829
H 1.609 -1.780 1.784
*
```

## Properties
- LUMO energy (eV) = 0.93
- structure (SMILES) = CC(=O)CN.COC=O
- relative energy (zero: lowest compared OMol25 entry of this formula, charge and spin) (kcal per mole) = 48.75
- frontier orbital gap (eV) = 10.23

Löwdin population analysis, charges in e, atoms 1 to 8: number 1, C, carries -0.205; number 2, N, carries -0.002; number 3, C, carries -0.337; number 4, O, carries 0.097; number 5, H, carries 0.074; number 6, H, carries 0.068; number 7, H, carries 0.143; number 8, H, carries 0.099

Record 6
ORCA calculation (ωB97M-V with the def2-TZVPD basis set) on 6 unconnected molecules or ions with the total composition C5H25N2O5S.

```
! wB97M-V def2-TZVPD RIJCOSX def2/J DEFGRID3
* xyz 0 2
C 1.147 -1.720 1.434
N 1.548 -1.289 0.110
C 0.697 -1.610 -1.017
C 0.556 -3.124 -1.256
S 0.269 -3.668 -2.985
C -0.223 -1.191 1.843
N -0.303 0.260 1.667
C -1.674 0.820 1.750
H 1.058 -2.814 1.512
H 1.888 -1.358 2.139
H 2.539 -1.354 -0.019
H -0.310 -1.260 -0.770
H 1.008 -1.045 -1.885
H 1.454 -3.656 -0.947
H -0.230 -3.509 -0.605
H -1.066 -3.697 -2.857
H -0.984 -1.661 1.219
H -0.400 -1.526 2.860
H 0.330 0.810 2.281
H 0.094 0.442 0.739
H -2.204 0.357 2.575
H -1.669 1.905 1.776
H -2.147 0.599 0.794
H 2.111 2.842 3.000
H 1.774 1.877 4.057
O 2.212 1.886 3.181
H 4.010 2.827 -0.653
H 3.005 2.646 -1.879
O 3.092 2.771 -0.927
H -2.195 1.018 -3.583
H -1.308 1.952 -4.352
O -1.891 1.935 -3.583
H -0.746 2.511 -1.285
H 0.600 2.386 -0.777
O -0.214 1.860 -0.797
H -3.688 0.364 -1.402
H -4.479 1.464 -0.719
O -3.662 0.951 -0.640
*
```

## Properties
- LUMO energy (alpha / beta) (eV) = 0.08 / -0.08
- expectation value of S² = 0.751
- relative energy (zero: lowest compared OMol25 entry of this formula, charge and spin) (kcal per mole) = 0.00
- frontier orbital gap (alpha / beta) (eV) = 2.34 / 8.91

Löwdin population analysis, charges in e, atoms 1 to 8: number 1, C, carries -0.227; number 2, N, carries -0.080; number 3, C, carries -0.298; number 4, C, carries -0.565; number 5, S, carries 0.679; number 6, C, carries -0.195; number 7, N, carries -0.017; number 8, C, carries -0.116

Record 7
ORCA calculation (ωB97M-V with the def2-TZVPD basis set) on C20H25NO5 in the gas phase.

```
! wB97M-V def2-TZVPD RIJCOSX def2/J DEFGRID3
* xyz 0 1
C 3.565 -0.926 2.103
O 2.817 -1.945 1.490
C 1.485 -1.732 1.291
C 0.783 -0.620 1.711
C -0.577 -0.472 1.441
C -1.228 -1.445 0.706
C -0.539 -2.586 0.302
C 0.801 -2.753 0.593
O 1.557 -3.837 0.238
C 0.920 -4.904 -0.413
H 1.688 -5.663 -0.554
H 0.526 -4.608 -1.393
H 0.107 -5.320 0.191
H -1.076 -3.339 -0.255
C -2.676 -1.260 0.326
N -3.107 0.121 0.302
C -2.783 0.769 1.553
C -1.289 0.761 1.927
H -1.194 0.826 3.014
H -0.787 1.634 1.505
H -3.152 1.796 1.515
H -3.347 0.238 2.328
C -2.817 0.873 -0.908
C -1.388 1.326 -1.106
C -1.026 2.621 -0.757
C 0.293 3.047 -0.846
C 1.267 2.148 -1.296
C 0.894 0.856 -1.679
C -0.427 0.450 -1.590
H -0.716 -0.545 -1.885
O 1.942 0.087 -2.135
C 1.670 -1.231 -2.542
H 1.263 -1.822 -1.718
H 2.629 -1.648 -2.846
H 0.978 -1.251 -3.390
O 2.570 2.539 -1.368
H 3.070 1.792 -1.725
O 0.740 4.294 -0.517
C -0.201 5.245 -0.091
H 0.366 6.157 0.088
H -0.696 4.941 0.838
H -0.959 5.437 -0.859
H -1.790 3.295 -0.405
H -3.125 0.247 -1.751
H -3.469 1.753 -0.887
H -2.872 -1.711 -0.650
H -3.310 -1.781 1.059
H 1.281 0.166 2.258
H 3.239 -0.750 3.135
H 3.506 0.011 1.540
H 4.594 -1.281 2.109
*
```

## Properties
- LUMO energy (eV) = 0.72
- structure (SMILES) = COc1cc2c(cc1OC)CN(Cc1cc(OC)c(O)c(OC)c1)CC2
- relative energy (zero: lowest compared OMol25 entry of this formula, charge and spin) (kcal per mole) = 86.25
- frontier orbital gap (eV) = 8.32

Löwdin population analysis, charges in e, atoms 1 to 8: number 1, C, carries -0.081; number 2, O, carries -0.064; number 3, C, carries -0.197; number 4, C, carries 0.041; number 5, C, carries -0.174; number 6, C, carries -0.174; number 7, C, carries 0.018; number 8, C, carries -0.220

Record 8
ORCA calculation (ωB97M-V with the def2-TZVPD basis set) on a molecular structure, C43H54BCrGeN6O6S3.

```
! wB97M-V def2-TZVPD RIJCOSX def2/J DEFGRID3
* xyz -1 5
Cr 12.675 4.586 14.991
C 10.948 3.150 20.253
C 11.842 2.060 19.595
C 11.178 1.481 18.384
C 11.976 0.956 20.629
N 13.129 2.585 19.251
C 14.291 1.993 19.623
C 15.325 2.632 19.056
N 14.767 3.571 18.181
B 15.762 4.441 17.322
N 16.090 5.765 18.140
C 15.278 6.239 19.122
C 15.910 7.291 19.708
N 17.176 7.419 19.123
C 17.280 6.462 18.138
S 18.652 6.262 17.141
C 18.388 8.278 19.566
C 17.849 9.062 20.734
C 18.805 9.230 18.480
C 19.536 7.352 20.019
N 15.678 4.196 14.882
C 16.863 4.531 14.242
C 17.111 3.547 13.337
N 16.087 2.630 13.490
C 15.196 3.029 14.455
S 13.734 2.328 14.945
C 15.868 1.480 12.563
C 16.946 1.424 11.555
C 14.571 1.812 11.749
C 15.896 0.140 13.287
C 13.422 3.597 18.329
S 12.326 4.523 17.443
H 9.997 2.767 20.571
H 10.673 3.828 19.423
H 11.410 3.605 21.157
H 10.267 0.917 18.590
H 11.905 0.828 17.920
H 10.967 2.254 17.651
H 11.012 0.519 20.905
H 12.401 1.365 21.534
H 12.552 0.125 20.216
H 14.369 1.209 20.308
H 16.393 2.526 19.115
H 17.749 4.199 17.013
H 14.249 6.059 19.158
H 15.508 8.139 20.287
H 16.964 9.633 20.411
H 18.555 9.818 21.033
H 17.598 8.354 21.531
H 18.040 10.011 18.362
H 19.032 8.787 17.535
H 19.745 9.758 18.729
H 19.152 6.498 20.565
H 20.098 8.064 20.670
H 19.972 6.991 19.137
H 17.362 5.498 14.456
H 17.895 3.436 12.661
H 16.924 2.418 10.966
H 16.772 0.684 10.773
H 17.898 1.208 11.973
H 14.721 2.775 11.279
H 13.755 1.913 12.500
H 14.361 1.162 10.881
H 16.849 -0.143 13.673
H 15.670 -0.615 12.576
H 15.166 0.125 14.122
O 15.121 4.818 15.926
O 16.937 3.684 17.173
O 11.284 4.068 12.351
C 12.327 4.709 12.205
O 13.197 4.868 13.116
H 12.583 5.260 11.267
O 10.775 7.966 16.076
C 11.762 7.428 15.534
O 11.718 6.289 14.921
C 13.136 8.128 15.582
C 13.484 8.829 16.900
Ge 11.959 9.783 17.785
C 10.955 10.949 16.580
C 9.566 10.990 16.385
C 9.009 11.898 15.465
C 9.802 12.842 14.799
C 11.178 12.833 14.986
C 11.725 11.900 15.862
C 11.012 8.650 19.080
C 9.752 8.227 18.838
C 9.129 7.247 19.681
C 9.716 6.886 20.833
C 11.004 7.414 21.137
C 11.608 8.324 20.337
C 12.959 10.899 19.077
C 12.280 11.794 19.990
C 12.916 12.620 20.867
C 14.312 12.542 20.984
C 14.989 11.730 20.167
C 14.344 10.826 19.279
H 13.103 8.988 14.878
H 13.988 7.511 15.306
H 14.277 9.598 16.647
H 13.883 8.167 17.672
H 8.911 10.260 16.795
H 7.917 11.930 15.379
H 9.373 13.588 14.140
H 11.935 13.315 14.308
H 12.825 12.042 16.153
H 9.276 8.519 17.842
H 8.155 6.885 19.416
H 9.279 6.171 21.572
H 11.484 7.208 22.064
H 12.550 8.808 20.583
H 11.167 11.720 20.051
H 12.262 13.262 21.518
H 14.777 13.103 21.774
H 16.070 11.696 20.356
H 14.942 10.124 18.730
*
```

## Properties
- LUMO energy (alpha / beta) (eV) = 2.30 / 2.30
- expectation value of S² = 6.014
- frontier orbital gap (alpha / beta) (eV) = 7.51 / 7.63

Löwdin population analysis, charges in e, atoms 1 to 8: number 1, Cr, carries 0.475; number 2, C, carries -0.038; number 3, C, carries -0.591; number 4, C, carries -0.043; number 5, C, carries -0.064; number 6, N, carries 0.005; number 7, C, carries -0.062; number 8, C, carries -0.002

Record 9
ORCA calculation (ωB97M-V with the def2-TZVPD basis set) on a molecular structure, C5H8N.

```
! wB97M-V def2-TZVPD RIJCOSX def2/J DEFGRID3
* xyz 1 1
C -0.069 -1.936 0.584
C 0.599 -0.953 1.122
C -0.674 -1.142 -0.591
C 0.804 1.194 -0.565
C 0.081 0.021 0.096
N -0.332 1.413 0.266
H 0.067 -3.039 0.721
H 1.199 -0.937 2.078
H -0.080 -1.284 -1.499
H -1.792 -1.217 -0.564
H 1.776 1.380 -0.184
H 0.829 1.197 -1.609
H -0.154 1.987 1.158
H -1.213 1.575 -0.033
*
```

## Properties
- LUMO energy (eV) = -3.46
- relative energy (zero: lowest compared OMol25 entry of this formula, charge and spin) (kcal per mole) = 81.84
- frontier orbital gap (eV) = 10.98

Löwdin population analysis, charges in e, atoms 1 to 8: number 1, C, carries -0.044; number 2, C, carries -0.005; number 3, C, carries -0.028; number 4, C, carries 0.030; number 5, C, carries -0.328; number 6, N, carries 0.183; number 7, H, carries 0.141; number 8, H, carries 0.143

Record 10
ORCA calculation (ωB97M-V with the def2-TZVPD basis set) on 2 unconnected molecules or ions with the total composition C2H2Cl2OS.

```
! wB97M-V def2-TZVPD RIJCOSX def2/J DEFGRID3
* xyz 0 1
C 1.851 -0.243 -0.837
C -1.823 0.056 0.285
O 1.878 0.329 0.277
S -1.094 1.166 1.087
Cl -2.305 0.202 -1.381
Cl -2.205 -1.484 0.989
H 2.319 -1.222 -0.616
H 1.380 1.196 0.197
*
```

## Properties
- LUMO energy (eV) = -1.07
- relative energy (zero: lowest compared OMol25 entry of this formula, charge and spin) (kcal per mole) = 86.64
- frontier orbital gap (eV) = 7.55

Partial atomic charges computed with the Löwdin method, in multiples of e: number 1, C, carries -0.052; number 2, C, carries -1.751; number 3, O, carries -0.085; number 4, S, carries 0.688; number 5, Cl, carries 0.568; number 6, Cl, carries 0.566; number 7, H, carries 0.003; number 8, H, carries 0.064

Calculated values (hartree/bohr) of largest force on an atom for the records, taken in order: 0.1014, 0.0351, 0.1287, 0.0710, 0.0746, 0.0216, 0.0153, 0.0623, 0.0938, 0.0694.